ORCA calculation (ωB97M-V with the def2-TZVPD basis set) on a structure of composition C27H25CoN7O4S2.

Each line ends with the Löwdin charge.
Cartesian coordinates (Å):
Co (-0.388, -0.306, 0.491)  0.3341
C (2.316, -1.081, 1.182)  -0.0587
N (1.333, -0.107, 1.707)  -0.0570
C (0.915, -0.320, 3.105)  -0.0653
C (-0.458, 0.254, 3.218)  -0.2592
N (-1.208, 0.367, 2.145)  0.0781
C (-2.446, 0.858, 2.574)  -0.1839
C (-3.620, 1.134, 1.874)  -0.0198
C (-4.687, 1.617, 2.603)  -0.0572
C (-4.599, 1.830, 3.988)  -0.0578
C (-3.445, 1.554, 4.691)  0.0037
C (-2.378, 1.056, 3.953)  -0.1631
N (-1.095, 0.663, 4.325)  0.2003
C (2.132, -1.069, -0.297)  -0.2592
N (0.963, -0.741, -0.801)  0.0797
C (1.074, -0.860, -2.190)  -0.1777
C (0.154, -0.654, -3.216)  -0.0350
C (0.602, -0.827, -4.507)  -0.0517
C (1.931, -1.186, -4.786)  -0.0480
C (2.848, -1.400, -3.781)  0.0169
C (2.385, -1.237, -2.481)  -0.1514
N (3.025, -1.360, -1.251)  0.2133
H (2.044, -2.065, 1.558)  0.1262
H (3.342, -0.862, 1.483)  0.1472
H (1.715, 0.826, 1.596)  0.1036
H (1.609, 0.098, 3.837)  0.1458
H (0.845, -1.395, 3.271)  0.1300
H (-3.703, 0.954, 0.812)  0.0798
H (-5.619, 1.833, 2.099)  0.1146
H (-5.459, 2.217, 4.517)  0.1155
H (-3.377, 1.721, 5.757)  0.1213
H (-0.715, 0.665, 5.258)  0.1815
H (-0.869, -0.377, -3.010)  0.0751
H (-0.082, -0.677, -5.331)  0.1144
H (2.243, -1.288, -5.816)  0.1170
H (3.875, -1.661, -3.996)  0.1246
H (3.984, -1.628, -1.102)  0.1838
O (-0.261, -2.035, 1.282)  -0.2012
N (-1.145, -2.973, 0.891)  -0.1341
C (-1.003, -4.209, 1.416)  0.0088
C (-1.868, -5.206, 1.064)  -0.0230
C (-2.894, -4.923, 0.157)  -0.0262
C (-3.015, -3.658, -0.363)  -0.0464
C (-2.114, -2.658, 0.018)  -0.5422
S (-2.159, -1.038, -0.567)  0.8914
H (-0.182, -4.320, 2.107)  0.1445
H (-1.740, -6.190, 1.489)  0.1223
H (-3.589, -5.697, -0.138)  0.1254
H (-3.796, -3.402, -1.064)  0.1224
N (-0.694, 1.438, -0.403)  0.0457
C (0.434, 2.155, -1.004)  -0.2876
C (1.554, 2.469, -0.256)  -0.0492
C (2.636, 3.085, -0.861)  -0.0291
C (2.598, 3.385, -2.214)  -0.2309
C (1.453, 3.099, -2.949)  -0.0188
C (0.364, 2.491, -2.346)  -0.0315
S (4.003, 4.179, -3.006)  0.3956
O (4.432, 3.171, -3.959)  -0.3480
O (3.409, 5.364, -3.589)  -0.3311
O (4.913, 4.409, -1.899)  -0.3556
H (-1.157, 2.034, 0.282)  0.1221
H (-1.376, 1.274, -1.138)  0.0650
H (1.567, 2.263, 0.807)  0.0894
H (3.531, 3.347, -0.311)  0.1140
H (1.432, 3.354, -4.001)  0.1304
H (-0.522, 2.251, -2.926)  0.1165

Summary:
Energy above the lowest of the compared OMol25 structures with the same formula, charge and spin   152.48 kJ/mol
Molecular weight   634.61 g/mol
F_max   0.01814 Eh/bohr
Total charge   +1
Orbital gap   5.37 eV
E_HOMO   -9.40 eV